Run P
Below is an isolated molecule of C3H5N3, with properties calculated with ωB97M-V/def2-TZVPD.

Geometry as XYZ:
```
11
C3H5N3 ωB97M-V/def2-TZVPD
C 1.53 -0.26 -0.11
N 0.41 -0.29 -1.01
C -0.59 -0.03 -0.25
N -0.82 1.03 0.68
C -1.74 -0.89 -0.37
N -2.60 -1.65 -0.45
H 1.82 -1.29 0.05
H 2.42 0.34 -0.41
H 0.95 -0.19 0.87
H 0.00 1.60 0.87
H -1.48 1.62 0.16
```

Values from the calculation:
**SMILES string**: C/N=C(\N)C#N
**LUMO**: -0.271 eV
**Kohn-Sham gap**: 9.1862 eV
**E_HOMO**: -9.5 eV

---

Run Q
Below is a structure of composition C3H5N3, with properties calculated with ωB97M-V/def2-TZVPD.

Geometry as XYZ:
```
11
C3H5N3 ωB97M-V/def2-TZVPD
N 1.17 -0.93 -1.17
C 0.42 -0.33 -0.29
C 0.12 -0.16 1.18
N -1.01 0.78 1.19
C -1.25 1.05 -0.05
N -0.44 0.43 -0.98
H 1.93 -1.56 -0.95
H -0.16 -1.10 1.65
H 0.97 0.26 1.72
H -2.05 1.72 -0.36
H 0.30 -0.15 -1.93
```

Values from the calculation:
**LUMO**: 0.916 eV
**Kohn-Sham gap**: 9.5910 eV
**E_HOMO**: -8.7 eV

---

Among the structures shown above, run Q is the most stable, with the second-best lying 47.7 kJ/mol higher.